No. 1
Here is a cluster of 8 separate species, C62H136N8O8 in total at a distorted geometry from OMol25. Energies are from ωB97M-V/def2-TZVPD.

Element x y z (Å)
C: -2.33 5.70 3.37
C: -3.17 5.11 2.25
C: -3.25 3.58 2.50
C: -4.63 5.60 2.40
C: -5.47 5.39 1.18
C: -4.73 5.87 -0.13
C: -3.31 5.30 -0.30
C: -3.35 3.87 -0.80
C: -2.65 6.08 -1.39
N: -2.64 5.53 0.96
O: -1.30 5.18 0.85
H: -1.31 5.33 3.30
H: -2.31 6.77 3.23
H: -2.81 5.55 4.34
H: -3.86 3.09 1.76
H: -2.26 3.18 2.42
H: -3.72 3.29 3.46
H: -5.19 5.14 3.22
H: -4.72 6.71 2.55
H: -5.76 4.36 1.00
H: -6.43 5.90 1.29
H: -4.83 6.96 -0.24
H: -5.27 5.62 -1.08
H: -2.32 3.45 -0.90
H: -3.85 3.79 -1.78
H: -3.93 3.24 -0.12
H: -3.29 6.12 -2.27
H: -1.72 5.58 -1.66
H: -2.36 7.10 -1.07
H: -1.31 4.20 0.76
C: -2.65 -2.37 1.83
C: -4.00 -2.05 1.19
C: -4.37 -0.59 1.50
C: -3.86 -2.19 -0.31
C: -5.20 -2.24 -1.03
C: -6.12 -3.21 -0.40
C: -6.22 -3.14 1.11
C: -7.25 -2.07 1.46
C: -6.84 -4.47 1.57
N: -4.94 -3.03 1.68
O: -5.01 -3.02 3.08
H: -1.88 -1.96 1.16
H: -2.54 -1.94 2.81
H: -2.55 -3.44 1.97
H: -4.97 -0.03 0.79
H: -4.83 -0.68 2.49
H: -3.48 0.09 1.55
H: -3.13 -1.48 -0.69
H: -3.38 -3.17 -0.44
H: -5.69 -1.23 -1.01
H: -5.07 -2.41 -2.10
H: -5.89 -4.26 -0.69
H: -7.09 -2.93 -0.85
H: -7.16 -1.17 0.88
H: -7.24 -1.95 2.55
H: -8.27 -2.46 1.34
H: -7.16 -4.41 2.62
H: -6.04 -5.23 1.54
H: -7.72 -4.73 0.98
H: -5.58 -2.26 3.33
C: 2.43 2.49 5.15
C: 1.21 1.95 5.80
C: 1.36 2.17 7.38
C: -0.05 2.75 5.35
C: -1.37 2.04 5.70
C: -1.38 0.58 5.22
C: -0.21 -0.26 5.72
C: -0.29 -0.54 7.26
C: -0.16 -1.57 4.94
N: 1.01 0.51 5.28
O: 2.18 -0.29 5.75
H: 3.36 2.24 5.69
H: 2.43 2.15 4.11
H: 2.38 3.58 5.23
H: 2.06 1.45 7.81
H: 1.74 3.17 7.58
H: 0.31 2.08 7.82
H: 0.11 3.77 5.85
H: -0.08 2.95 4.28
H: -1.56 2.06 6.80
H: -2.21 2.41 5.11
H: -1.31 0.58 4.11
H: -2.35 0.16 5.44
H: -1.03 -1.29 7.43
H: -0.61 0.39 7.74
H: 0.68 -0.81 7.57
H: 0.62 -2.23 5.24
H: -0.13 -1.40 3.83
H: -1.09 -2.00 5.21
H: 2.88 -0.08 5.12
C: 1.60 3.84 0.27
C: 2.82 4.16 -0.58
C: 2.58 5.62 -1.14
C: 4.11 4.11 0.27
C: 5.42 4.16 -0.49
C: 5.39 3.06 -1.52
C: 4.21 3.13 -2.52
C: 4.40 4.28 -3.47
C: 4.25 1.83 -3.36
N: 2.96 3.13 -1.63
O: 1.76 3.18 -2.51
H: 0.74 3.83 -0.38
H: 1.64 2.87 0.71
H: 1.38 4.52 1.07
H: 2.30 6.30 -0.34
H: 3.40 6.07 -1.69
H: 1.74 5.65 -1.86
H: 4.05 4.95 0.98
H: 4.10 3.22 0.89
H: 5.60 5.12 -0.96
H: 6.21 3.88 0.13
H: 5.24 2.16 -0.96
H: 6.22 3.05 -2.22
H: 5.26 3.93 -4.10
H: 4.71 5.18 -2.97
H: 3.52 4.44 -4.10
H: 4.14 0.97 -2.67
H: 5.23 1.69 -3.87
H: 3.38 1.76 -4.03
H: 1.75 4.07 -2.83
C: -3.89 -7.92 -3.00
C: -3.15 -6.60 -3.15
C: -4.07 -5.41 -3.38
C: -2.52 -6.34 -1.81
C: -1.48 -5.22 -1.88
C: -0.31 -5.67 -2.81
C: -0.91 -5.92 -4.18
C: -1.22 -4.54 -4.75
C: 0.15 -6.73 -4.97
N: -2.03 -6.88 -4.04
O: -2.58 -7.26 -5.32
H: -4.38 -8.03 -3.98
H: -3.29 -8.82 -2.80
H: -4.61 -7.79 -2.20
H: -4.79 -5.31 -2.58
H: -3.53 -4.48 -3.30
H: -4.55 -5.27 -4.40
H: -3.27 -6.11 -1.02
H: -2.06 -7.27 -1.55
H: -1.94 -4.24 -2.13
H: -1.11 -5.06 -0.89
H: 0.09 -6.57 -2.39
H: 0.36 -4.81 -2.90
H: -1.89 -4.59 -5.62
H: -0.34 -4.10 -5.21
H: -1.68 -3.79 -4.12
H: -0.09 -6.70 -6.04
H: 0.01 -7.74 -4.63
H: 1.12 -6.31 -4.72
H: -2.79 -6.41 -5.76
C: 6.96 -1.33 2.74
C: 6.45 -0.05 2.05
C: 7.26 1.16 2.63
C: 6.56 0.00 0.58
C: 5.56 -0.87 -0.12
C: 4.15 -0.58 0.29
C: 3.93 -0.54 1.82
C: 2.54 0.11 1.98
C: 3.76 -2.01 2.39
N: 4.99 0.30 2.40
O: 4.85 0.33 3.85
H: 8.04 -1.30 2.91
H: 6.44 -1.39 3.72
H: 6.71 -2.24 2.18
H: 6.89 2.13 2.29
H: 7.23 1.20 3.71
H: 8.31 1.12 2.32
H: 6.31 1.04 0.40
H: 7.61 -0.24 0.35
H: 5.65 -0.69 -1.20
H: 5.70 -1.89 0.07
H: 3.50 -1.30 -0.16
H: 3.82 0.36 -0.15
H: 1.83 -0.51 1.41
H: 2.64 1.18 1.62
H: 2.25 0.10 3.03
H: 4.63 -2.70 2.24
H: 2.89 -2.43 1.92
H: 3.58 -1.88 3.43
H: 4.50 1.24 3.96
C: 3.69 -0.45 -8.97
O: 2.55 -0.96 -8.31
C: 2.95 -1.56 -7.09
C: 1.89 -2.32 -6.41
C: 0.59 -1.51 -6.46
N: 2.49 -2.62 -5.04
H: 3.36 0.10 -9.84
H: 4.41 -1.20 -9.25
H: 4.11 0.31 -8.31
H: 3.82 -2.20 -7.17
H: 3.19 -0.75 -6.34
H: 1.66 -3.24 -6.94
H: 0.41 -0.99 -7.37
H: 0.58 -0.90 -5.52
H: -0.30 -2.17 -6.30
H: 2.02 -3.38 -4.54
H: 2.26 -1.76 -4.51
C: -0.95 0.92 0.89
O: -0.43 -0.11 0.08
C: 0.34 0.41 -1.01
C: 0.43 -0.52 -2.22
C: 0.61 -2.00 -1.76
N: 1.53 -0.09 -3.09
H: -1.67 1.55 0.35
H: -0.19 1.58 1.29
H: -1.48 0.51 1.74
H: -0.10 1.36 -1.38
H: 1.32 0.58 -0.53
H: -0.44 -0.43 -2.80
H: 1.63 -2.17 -1.42
H: 0.47 -2.58 -2.66
H: -0.10 -2.26 -1.01
H: 1.37 0.87 -3.35
H: 2.41 -0.15 -2.56

Results
2S+1: 1
LUMO level: 0.36 eV
max |F|: 3.24 eV/A
structure (SMILES): CC1(C)CCCC(C)(C)N1O.CC1(C)CCCC(C)(C)N1O.CC1(C)CCCC(C)(C)N1O.CC1(C)CCCC(C)(C)N1O.CC1(C)CCCC(C)(C)N1O.CC1(C)CCCC(C)(C)N1O.COC[C@H](C)N.COC[C@H](C)N
HOMO energy: -8.68 eV
HOMO-LUMO gap: 0.332 Ha
energy: -94791.034 eV



No. 2
Here is a cluster of 8 separate species, C14H42BF4O7 in total at a distorted geometry from OMol25. Energies are from ωB97M-V/def2-TZVPD.

Element x y z (Å)
B: 53.24 54.64 85.49
F: 53.43 53.76 86.61
F: 54.58 55.08 85.20
F: 52.78 53.91 84.36
F: 52.50 55.72 85.84
C: 50.71 50.37 86.16
C: 50.41 51.83 86.14
O: 49.03 51.95 86.36
H: 50.49 49.70 85.31
H: 50.50 50.01 87.16
H: 51.94 50.46 86.21
H: 50.82 52.25 85.27
H: 50.84 52.46 86.94
H: 48.88 52.75 86.63
C: 55.65 59.63 85.73
C: 55.48 58.09 85.86
O: 54.98 57.65 84.62
H: 56.00 60.06 86.51
H: 54.78 60.07 85.36
H: 56.42 59.48 85.06
H: 54.96 57.83 86.74
H: 56.38 57.64 85.87
H: 55.01 56.72 84.77
C: 55.82 56.18 90.17
C: 54.86 55.79 88.90
O: 55.63 55.14 87.82
H: 55.98 55.38 90.67
H: 55.36 56.82 90.85
H: 56.74 56.59 89.86
H: 54.37 56.52 88.27
H: 54.29 55.14 89.34
H: 55.03 54.82 87.26
C: 50.59 57.83 89.82
C: 51.62 57.15 88.97
O: 51.49 57.79 87.77
H: 49.64 57.54 89.64
H: 50.90 58.94 89.76
H: 50.66 57.26 90.77
H: 51.57 56.09 88.81
H: 52.52 57.47 89.32
H: 51.79 57.15 87.13
C: 52.88 49.55 81.78
C: 52.60 50.76 82.74
O: 52.36 51.98 82.17
H: 52.14 49.51 81.00
H: 52.92 48.57 82.22
H: 53.88 49.57 81.23
H: 53.60 50.90 83.48
H: 51.74 50.62 83.26
H: 52.33 52.70 82.83
C: 56.58 50.70 84.84
C: 55.67 51.84 85.29
O: 54.55 51.35 86.06
H: 56.61 50.01 85.72
H: 57.47 51.20 84.44
H: 55.91 50.26 84.22
H: 55.19 52.39 84.45
H: 56.20 52.50 85.96
H: 54.20 52.20 86.26
C: 48.82 56.23 82.58
C: 50.13 55.80 83.21
O: 50.17 55.87 84.74
H: 48.66 57.28 82.67
H: 48.09 55.80 82.96
H: 48.94 55.81 81.56
H: 51.12 56.34 82.73
H: 50.26 54.78 83.18
H: 50.91 55.21 84.81

Results
2S+1: 1
LUMO level: 2.88 eV
max |F|: 8.25 eV/A
HOMO energy: -7.07 eV
HOMO-LUMO gap: 0.366 Ha
energy: -41078.271 eV
total charge: -1



Question: The lowest HOMO-LUMO gap belongs to which entry?
Answer: C62H136N8O8